Entry 1:
C36H68F4O24 | ωB97M-V with the def2-TZVPD basis set

Summary:
ΔE to the lowest compared entry with this formula, charge and spin   30.2 kcal per mole
LUMO energy   0.36 eV
Frontier orbital gap   9.80 eV

```
! RIJCOSX wB97M-V def2-TZVPD def2/J DEFGRID3
* xyz 0 1
O 4.36705 2.67405 0.94310
C 4.58411 2.70861 -0.24490
O 4.80719 3.80102 -1.06417
C 4.63705 3.40565 -2.44960
C 4.67319 1.85527 -2.37425
F 5.94669 1.50518 -2.61491
O 4.27510 1.69074 -1.03382
H 3.65264 3.79501 -2.70931
H 5.46400 3.72039 -3.08613
H 3.97552 1.28451 -2.98709
O 1.17901 6.45450 -3.64735
C 0.91475 5.84781 -2.64369
O 0.59428 6.50629 -1.56391
C 0.43108 5.55030 -0.52473
C 0.43888 4.22417 -1.19685
F -0.82627 3.70836 -1.16490
O 0.85074 4.53936 -2.49698
H 1.29999 5.61812 0.12986
H -0.53588 5.61210 -0.02546
H 1.11522 3.53571 -0.69022
O 7.69721 -2.05673 0.50906
C 6.46655 -2.14117 0.43672
O 5.65540 -1.31352 -0.25273
C 4.38797 -1.92217 -0.38229
C 4.37541 -2.90284 0.79313
F 3.88815 -4.07377 0.47817
O 5.73918 -3.13863 0.94385
H 3.55108 -1.22914 -0.46842
H 4.37228 -2.51695 -1.29558
H 3.98823 -2.42129 1.69107
O 1.64774 1.45638 -2.39643
C 1.26083 0.47084 -1.78744
O 1.53208 -0.81666 -1.96377
C 0.83507 -1.58305 -1.04663
C -0.10968 -0.64613 -0.35973
F -0.06978 -0.80006 0.97244
O 0.40110 0.58938 -0.71936
H 0.24159 -2.40833 -1.44007
H 1.58770 -2.03516 -0.40068
H -1.12057 -0.84928 -0.71316
C 4.97316 0.43866 3.84338
O 4.22150 -0.16631 2.83061
C 2.83727 0.09550 2.78865
C 1.91534 -0.96478 3.56721
O 2.14249 -2.21131 2.86381
C 1.16655 -3.12183 3.18039
C 1.09000 -4.44468 2.34226
O 1.00911 -4.01784 1.01114
C 1.15066 -5.10573 0.10949
H 6.06166 0.42858 3.78715
H 4.68857 -0.09360 4.75101
H 4.63340 1.45467 4.04440
H 2.41914 0.10540 1.78207
H 2.61505 1.09806 3.15412
H 0.85940 -0.69979 3.62079
H 2.18776 -1.01072 4.62161
H 0.19627 -2.63819 3.06749
H 1.32033 -3.48951 4.19492
H 0.16515 -4.98477 2.54485
H 1.93911 -5.12360 2.42076
H 0.81748 -4.62893 -0.81234
H 0.50773 -5.93859 0.39420
H 2.18121 -5.45682 0.05662
C -5.90771 2.66384 -4.53796
O -4.48684 2.72415 -4.18247
C -3.85177 4.03401 -4.29574
C -2.25593 3.94611 -4.26114
O -1.78882 3.22539 -5.43528
C -0.43119 2.77596 -5.33764
C -0.25744 1.51434 -6.18007
O 0.28611 1.77976 -7.45648
C 0.53725 0.61403 -8.20019
H -6.11876 2.99323 -5.55533
H -6.61420 3.18544 -3.89226
H -6.27510 1.64879 -4.38689
H -4.22049 4.77326 -3.58464
H -4.13001 4.50174 -5.24014
H -1.74569 3.52899 -3.39295
H -1.91312 4.97736 -4.17676
H -0.05246 2.51462 -4.34952
H 0.24854 3.57801 -5.62533
H -1.16314 0.91074 -6.23915
H 0.45492 0.87450 -5.65927
H 1.03752 -0.12826 -7.57824
H 1.22997 0.76531 -9.02805
H -0.44376 0.27711 -8.53514
C -2.19136 -0.39046 -3.88768
O -2.48828 -0.99493 -2.65648
C -3.92340 -1.26919 -2.55012
C -4.26478 -1.95006 -1.26554
O -4.03442 -0.99933 -0.14831
C -4.36689 -1.43086 1.14750
C -3.48610 -2.49185 1.65543
O -3.75055 -3.77387 1.00042
C -2.77983 -4.67085 1.38193
H -2.90975 0.38254 -4.16064
H -2.14045 -1.20099 -4.61468
H -1.25698 0.15974 -3.77677
H -4.06758 -1.92266 -3.41052
H -4.50972 -0.36872 -2.73305
H -3.75712 -2.91358 -1.22075
H -5.32948 -2.17764 -1.21337
H -5.38629 -1.81667 1.15666
H -4.36555 -0.58614 1.83637
H -3.67114 -2.62000 2.72195
H -2.44193 -2.24793 1.45973
H -2.73995 -4.81103 2.46215
H -1.77286 -4.40509 1.06025
H -3.00196 -5.60916 0.87366
C -1.05322 1.66986 2.82146
O -1.38595 2.71507 3.76207
C -0.85871 2.56311 5.06342
C -1.38007 1.43479 6.01117
O -0.89383 0.15426 5.72522
C -1.53647 -0.92454 6.42857
C -0.80933 -2.24654 6.06802
O -1.60059 -3.35395 6.52121
C -2.62809 -3.76262 5.73866
H -1.44842 1.75507 1.80920
H -1.40131 0.70573 3.19214
H 0.01304 1.54157 2.63511
H -0.91646 3.47872 5.65200
H 0.22794 2.51170 4.99527
H -2.45366 1.42544 5.82296
H -1.24221 1.62930 7.07478
H -2.56022 -0.98288 6.05890
H -1.55594 -0.84948 7.51581
H 0.20409 -2.36850 6.45037
H -0.63554 -2.33161 4.99533
H -3.58495 -3.33317 6.03550
H -2.70680 -4.84077 5.59906
H -2.56504 -3.38300 4.71885
*
```

These are the Mulliken partial charges, in e, on atoms 1 to 2: atom 1 (O): -0.5278, atom 2 (C): 0.5259



Entry 2:
C10H11NO5S2 | ωB97M-V with the def2-TZVPD basis set

Summary:
ΔE to the lowest compared entry with this formula, charge and spin   1.9 kcal per mole
LUMO energy   0.21 eV
Frontier orbital gap   8.84 eV

```
! RIJCOSX wB97M-V def2-TZVPD def2/J DEFGRID3
* xyz 0 1
C 2.12956 -2.53225 -2.60274
O 1.15520 -2.65520 -1.57914
C 1.04968 -1.62573 -0.73896
O 1.76466 -0.63598 -0.79436
C 0.00978 -1.80195 0.24693
S -0.98540 -3.21066 0.33848
C -1.90152 -2.51051 1.60658
C -1.48417 -1.26252 1.95069
C -0.38132 -0.84572 1.17328
N 0.27856 0.36314 1.24135
C -0.14534 1.50067 1.86698
O -1.12228 1.56649 2.57442
C 0.74891 2.68067 1.55077
S 0.08993 3.64519 0.14192
C -0.06383 2.37602 -1.15367
C -1.25346 1.46075 -0.97402
O -1.28238 0.31973 -1.35646
O -2.27525 2.06092 -0.37813
H 1.87412 -1.70511 -3.26836
H 3.11513 -2.34654 -2.17009
H 2.11927 -3.47449 -3.14394
H -2.71062 -3.06641 2.03771
H -1.92893 -0.64990 2.71242
H 1.07570 0.39360 0.60257
H 1.76843 2.37594 1.31476
H 0.74192 3.38535 2.38074
H -0.21203 2.94501 -2.07381
H 0.85192 1.79071 -1.24593
H -3.02623 1.45879 -0.26000
*
```

These are the Mulliken partial charges, in e, on atoms 1 to 2: atom 1 (C): -0.7041, atom 2 (O): -0.3586



Entry 3:
C9H18N2OS | ωB97M-V with the def2-TZVPD basis set

Summary:
ΔE to the lowest compared entry with this formula, charge and spin   196.6 kcal per mole
LUMO energy   0.27 eV
Frontier orbital gap   8.32 eV

```
! RIJCOSX wB97M-V def2-TZVPD def2/J DEFGRID3
* xyz 0 1
O 1.67034 -1.85861 3.64714
H 1.37188 -0.97452 3.14916
C 1.14414 -2.94957 2.70021
C 1.80825 -2.94206 1.36007
H 1.75373 -3.85184 0.87909
H 2.93263 -2.84462 1.53020
C 1.21801 -1.81416 0.74162
N 1.70900 -0.65184 0.90328
C 1.24440 0.53786 0.51833
N 0.10101 0.69791 -0.24395
H -0.39768 -0.40478 -0.57795
C -0.48597 1.68783 -0.74591
H 0.11615 2.79122 -0.22650
C -0.47227 1.94689 -2.24937
C -1.70660 2.13682 -2.87726
H -2.09487 3.23174 -2.66143
C -2.62927 1.58317 -1.72560
H -2.60204 0.38582 -1.84037
H -3.80443 1.67724 -1.99787
C -2.14592 1.80121 -0.35625
H -2.31197 2.77506 -0.20755
H -2.41106 1.03849 0.52486
H -2.00268 1.69737 -3.78983
H -0.04133 1.04735 -2.48560
H 0.31064 2.63437 -2.72450
S 1.90059 2.00983 1.02983
H 2.66103 -0.40650 1.45173
H 0.00979 -2.05475 0.50202
H 1.48765 -2.05810 -0.37658
H 0.12265 -2.90071 2.86234
H 1.54419 -3.96811 3.28667
*
```

These are the Mulliken partial charges, in e, on atoms 1 to 2: atom 1 (O): -0.5401, atom 2 (H): 0.3250